C12H21N5O3 | ωB97M-V with the def2-TZVPD basis set

Cartesian coordinates (Å):
1 C -1.67 1.03 1.33
2 C -0.71 0.18 0.49
3 C -1.95 2.40 0.67
4 C -2.89 2.33 -0.54
5 C -3.21 3.71 -1.15
6 C -4.28 4.52 -0.42
7 C 1.00 -1.56 0.58
8 C 1.53 -2.49 1.69
9 C 2.13 -0.88 -0.23
10 C 2.57 -1.68 -1.42
11 C 2.70 -1.28 -2.72
12 C 3.20 -3.41 -2.52
13 H -1.95 1.46 3.32
14 H -0.45 1.79 2.79
15 H -2.62 0.46 1.38
16 H -1.01 2.86 0.36
17 H -2.42 3.05 1.40
18 H -3.86 1.87 -0.23
19 H -2.43 1.71 -1.29
20 H -3.58 3.58 -2.17
21 H -2.28 4.29 -1.21
22 H -5.16 3.91 -0.31
23 H -4.54 5.38 -1.06
24 H -3.08 5.52 0.84
25 H -4.62 5.44 1.39
26 H 0.05 -0.61 2.23
27 H 0.40 -2.14 -0.11
28 H 1.76 0.07 -0.59
29 H 2.99 -0.68 0.45
30 H 2.56 -0.32 -3.21
31 H 3.50 -4.42 -2.77
32 H 3.32 -2.46 -4.41
33 H 2.54 -3.46 0.33
34 N -1.19 1.11 2.71
35 N -3.88 4.92 0.91
36 N 0.14 -0.59 1.21
37 N 2.87 -3.01 -1.32
38 N 3.11 -2.40 -3.40
39 O -0.70 0.19 -0.73
40 O 1.20 -2.33 2.84
41 O 2.36 -3.45 1.32

Values from the calculation:
* relative energy (zero: lowest compared OMol25 entry of this formula, charge and spin): 0.000 eV
* E_tot: -26379.452 eV
* HOMO energy: -0.3309 Eh
* molecular weight: 283.33 g/mol

Löwdin atomic charge list, values in e, 5 entries: C -0.30; C -0.44; C -0.17; C -0.20; C -0.21


C12H21N5O3Zn | ωB97M-V with the def2-TZVPD basis set

Cartesian coordinates (Å):
1 Zn 0.23 -0.19 -1.08
2 N 0.36 -2.10 -0.22
3 C -1.00 -2.35 0.31
4 C -0.99 -3.29 1.53
5 C -2.07 -4.40 1.49
6 C -3.21 -4.19 2.48
7 N -4.03 -3.05 2.14
8 C -5.30 -3.00 1.78
9 N -5.87 -1.80 1.64
10 N -6.03 -4.10 1.54
11 C -1.69 -0.98 0.60
12 O -2.57 -0.91 1.44
13 O -1.29 0.00 -0.11
14 H 0.67 -2.90 -0.78
15 H 1.01 -2.06 0.57
16 H -1.60 -2.79 -0.50
17 H -1.12 -2.69 2.44
18 H -0.01 -3.77 1.60
19 H -1.60 -5.35 1.74
20 H -2.48 -4.49 0.49
21 H -2.80 -4.00 3.48
22 H -3.82 -5.10 2.55
23 H -3.51 -2.16 2.11
24 H -5.36 -0.97 1.89
25 H -6.85 -1.71 1.43
26 H -5.62 -5.01 1.59
27 H -7.01 -4.03 1.32
28 O 1.24 1.45 -0.37
29 C 1.22 2.50 -1.33
30 C 0.76 2.00 -2.68
31 C 0.77 2.87 -3.77
32 C 0.36 2.40 -5.00
33 C -0.05 1.07 -5.11
34 C -0.05 0.28 -3.98
35 N 0.36 0.74 -2.79
36 H 1.26 1.84 0.51
37 H 2.22 2.92 -1.43
38 H 0.53 3.30 -1.01
39 H 1.08 3.89 -3.63
40 H 0.37 3.04 -5.87
41 H -0.37 0.67 -6.06
42 H -0.37 -0.75 -4.03

Values from the calculation:
* E_tot: -74785.212 eV
* HOMO energy: -0.5714 Eh
* net charge: +2
* molecular weight: 348.72 g/mol

Löwdin atomic charge list, values in e, 5 entries: Zn 0.84; N 0.04; C -0.25; C -0.13; C -0.15


C12H21N7O3 | ωB97M-V with the def2-TZVPD basis set

Cartesian coordinates (Å):
1 C 0.29 -1.46 -0.28
2 C -0.38 -0.09 -0.76
3 C 0.99 -1.54 1.05
4 C 0.30 -1.76 2.43
5 C 1.36 -1.85 3.55
6 C 3.58 -2.58 4.26
7 C -1.44 1.20 -2.41
8 C -1.64 0.97 -3.95
9 C -1.25 2.58 -1.94
10 C -2.36 3.68 -2.10
11 C -3.41 3.33 -2.77
12 C -3.55 5.41 -2.15
13 H 1.39 -3.08 -1.29
14 H 2.25 -1.47 -1.15
15 H -0.51 -2.30 -0.16
16 H 1.57 -0.68 1.25
17 H 1.76 -2.27 0.90
18 H -0.22 -2.79 2.52
19 H -0.47 -0.91 2.75
20 H 1.58 -0.74 3.81
21 H 0.65 -2.17 4.49
22 H 1.94 -3.57 3.54
23 H 3.37 -0.74 5.01
24 H 5.02 -3.87 4.95
25 H 4.10 -4.71 3.61
26 H 0.07 -0.55 -2.62
27 H -2.35 0.75 -2.16
28 H -0.83 2.61 -0.90
29 H -0.23 2.76 -2.59
30 H -3.64 2.25 -3.17
31 H -3.83 6.45 -1.79
32 H -5.01 4.50 -3.80
33 H 0.23 1.07 -4.12
34 N 1.26 -1.97 -1.43
35 N 2.55 -2.67 3.42
36 N 3.97 -1.58 4.92
37 N 4.09 -3.97 4.47
38 N -0.23 0.42 -2.07
39 N -2.43 4.99 -1.63
40 N -4.33 4.48 -2.84
41 O -0.98 0.37 0.19
42 O -2.73 0.53 -4.35
43 O -0.50 0.98 -4.68

Values from the calculation:
* relative energy (zero: lowest compared OMol25 entry of this formula, charge and spin): 7.225 eV
* E_tot: -29352.650 eV
* HOMO energy: -0.3351 Eh
* molecular weight: 311.35 g/mol

Löwdin atomic charge list, values in e, 5 entries: C -0.27; C -0.41; C -0.22; C -0.19; C -0.29


C12H21N7O3 | ωB97M-V with the def2-TZVPD basis set

Cartesian coordinates (Å):
1 C -3.24 -0.34 1.10
2 C -3.27 0.54 -0.34
3 C -3.20 -1.83 0.47
4 C -1.72 -1.99 0.03
5 C -0.49 -1.87 0.43
6 C -0.36 -3.21 -1.22
7 C -1.09 1.85 -0.03
8 C -0.64 3.31 0.04
9 C 0.03 1.23 -0.81
10 C 1.41 1.28 -0.30
11 C 2.40 0.39 -0.94
12 C 4.45 -0.30 0.41
13 H -4.13 1.02 2.11
14 H -4.69 -0.55 2.71
15 H -2.32 -0.20 1.69
16 H -3.35 -2.60 1.34
17 H -3.71 -2.27 -0.38
18 H -0.13 -1.20 1.18
19 H -0.20 -3.96 -1.95
20 H 1.42 -2.68 0.01
21 H -2.45 1.62 -1.74
22 H -1.05 1.60 1.06
23 H -0.02 1.70 -1.74
24 H -0.35 0.19 -0.97
25 H 1.26 1.00 0.77
26 H 1.67 2.33 -0.39
27 H 2.35 0.63 -2.05
28 H 1.98 -0.68 -0.74
29 H 4.35 1.18 -0.87
30 H 6.17 -0.03 1.57
31 H 4.38 -2.01 1.50
32 H 3.81 -2.04 -0.27
33 H -0.28 4.80 -1.20
34 N -4.33 0.06 1.88
35 N -1.61 -2.81 -1.06
36 N 0.45 -2.65 -0.27
37 N -2.35 1.44 -0.71
38 N 3.81 0.45 -0.50
39 N 5.48 0.48 0.99
40 N 4.40 -1.65 0.51
41 O -3.98 0.05 -1.20
42 O -0.23 3.81 1.03
43 O -0.63 3.90 -1.16

Values from the calculation:
* relative energy (zero: lowest compared OMol25 entry of this formula, charge and spin): 5.263 eV
* E_tot: -29354.611 eV
* HOMO energy: -0.3061 Eh
* molecular weight: 311.35 g/mol

Löwdin atomic charge list, values in e, 5 entries: C -0.29; C -0.41; C -0.05; C -0.32; C -0.14


C12H21N7O3 | ωB97M-V with the def2-TZVPD basis set

Cartesian coordinates (Å):
1 C -1.65 -1.81 -1.98
2 C -2.58 -0.92 -1.09
3 C -0.99 -0.97 -3.08
4 C -0.05 0.07 -2.53
5 C 1.30 0.02 -2.33
6 C 0.51 1.89 -1.58
7 C -1.00 -0.86 0.92
8 C -1.05 -2.26 1.60
9 C -0.70 0.27 1.88
10 C 0.57 0.18 2.72
11 C 1.87 0.02 1.96
12 C 2.54 2.26 1.33
13 H -1.96 -3.41 -3.20
14 H -3.27 -2.49 -2.97
15 H -0.90 -2.25 -1.29
16 H -0.44 -1.62 -3.80
17 H -1.84 -0.41 -3.54
18 H 1.98 -0.79 -2.54
19 H 0.57 2.86 -1.09
20 H 2.56 1.50 -1.51
21 H -2.96 0.01 0.59
22 H -0.32 -0.98 0.10
23 H -1.52 0.38 2.63
24 H -0.77 1.27 1.40
25 H 0.60 1.05 3.38
26 H 0.47 -0.69 3.37
27 H 2.43 -0.86 2.32
28 H 1.62 -0.24 0.90
29 H 3.71 0.81 1.75
30 H 3.07 3.50 -0.06
31 H 1.73 4.05 1.55
32 H 1.36 3.03 2.80
33 H -2.87 -2.23 1.08
34 N -2.46 -2.89 -2.48
35 N -0.52 1.26 -2.01
36 N 1.63 1.18 -1.76
37 N -2.26 -0.61 0.20
38 N 2.79 1.12 2.04
39 N 3.29 2.57 0.31
40 N 1.55 3.08 1.81
41 O -3.68 -0.55 -1.54
42 O -0.11 -2.74 2.17
43 O -2.25 -2.80 1.57

Values from the calculation:
* relative energy (zero: lowest compared OMol25 entry of this formula, charge and spin): 0.896 eV
* E_tot: -29358.979 eV
* HOMO energy: -0.3205 Eh
* molecular weight: 311.35 g/mol

Löwdin atomic charge list, values in e, 5 entries: C -0.33; C -0.40; C -0.09; C -0.30; C -0.09


C12H21NO | ωB97M-V with the def2-TZVPD basis set

Cartesian coordinates (Å):
1 C 2.14 0.08 0.26
2 C 1.51 1.36 0.66
3 C 0.27 1.54 -0.31
4 C -0.72 0.40 0.21
5 C -0.99 -0.84 -0.65
6 C -0.04 -0.92 0.53
7 C -0.36 2.98 -0.25
8 C -1.69 0.98 1.28
9 C -2.33 -1.59 -0.69
10 C -0.40 -0.93 -2.05
11 C -0.21 -1.72 1.75
12 C 4.06 -1.01 -0.44
13 N 1.52 -1.03 0.13
14 O 3.50 0.20 0.01
15 H 1.03 1.35 1.70
16 H 2.17 2.19 0.56
17 H 0.53 1.41 -1.31
18 H -0.84 3.34 0.70
19 H -1.17 3.23 -0.90
20 H 0.44 3.71 -0.45
21 H -2.38 1.65 0.65
22 H -1.16 1.61 1.99
23 H -2.17 0.19 1.79
24 H -3.03 -1.28 0.13
25 H -2.21 -2.67 -0.58
26 H -2.76 -1.52 -1.70
27 H 0.67 -1.45 -1.95
28 H -0.22 0.04 -2.62
29 H -1.03 -1.66 -2.52
30 H 0.26 -1.31 2.81
31 H 0.28 -2.72 1.69
32 H -1.28 -1.99 2.00
33 H 4.11 -1.22 -1.56
34 H 3.58 -1.88 0.00
35 H 5.19 -0.78 -0.19

Values from the calculation:
* relative energy (zero: lowest compared OMol25 entry of this formula, charge and spin): 3.730 eV
* E_tot: -16319.347 eV
* HOMO energy: -0.3294 Eh
* molecular weight: 195.31 g/mol

Löwdin atomic charge list, values in e, 5 entries: C -0.36; C -0.04; C -0.22; C -0.28; C -0.37


C12H21NO4 | ωB97M-V with the def2-TZVPD basis set

Cartesian coordinates (Å):
1 C 0.42 -0.92 4.10
2 C -0.35 -0.29 2.84
3 H -0.22 0.71 2.74
4 O 0.15 -0.91 1.70
5 C -0.37 -0.39 0.58
6 C -0.05 -1.34 -0.46
7 C -1.07 -1.29 -1.58
8 C -1.04 -0.10 -2.57
9 C -2.24 0.72 -2.04
10 O -2.39 2.10 -2.67
11 H -2.46 1.73 -3.61
12 H -2.16 0.83 -0.96
13 H -3.13 0.38 -2.23
14 H -0.31 0.48 -2.45
15 H -1.18 -0.27 -3.63
16 H -2.06 -1.71 -1.32
17 H -0.62 -1.97 -2.42
18 C 1.36 -0.99 -0.83
19 C 1.64 0.36 -0.85
20 C 0.69 1.20 -0.03
21 O -0.32 0.82 0.41
22 C 0.95 2.59 0.16
23 O 2.06 3.10 -0.29
24 N -0.11 3.37 0.62
25 H -0.71 2.80 0.45
26 H 0.08 4.44 0.44
27 H 2.64 1.00 -1.00
28 C 2.37 -2.00 -0.22
29 H 2.25 -2.91 -0.23
30 H 3.36 -1.50 -0.35
31 H 2.25 -1.83 0.87
32 H 1.68 -1.26 -2.01
33 H -0.10 -2.45 -0.20
34 H -1.57 -0.59 0.81
35 H -1.34 -0.52 3.15
36 H 1.45 -0.89 3.88
37 H 0.32 -0.54 4.94
38 H 0.14 -2.01 4.26

Values from the calculation:
* relative energy (zero: lowest compared OMol25 entry of this formula, charge and spin): 11.932 eV
* E_tot: -22453.457 eV
* HOMO energy: -0.2957 Eh
* molecular weight: 243.30 g/mol

Löwdin atomic charge list, values in e, 5 entries: C 0.00; C -0.18; H 0.09; O -0.02; C -0.55


C12H21O | ωB97M-V with the def2-TZVPD basis set

Cartesian coordinates (Å):
1 C 1.17 -1.88 -0.63
2 C 0.02 -2.69 -0.68
3 C 1.10 -0.48 -0.12
4 C -1.17 -0.44 0.79
5 C 1.83 1.90 0.27
6 C 3.11 0.40 -1.22
7 C 3.11 0.02 1.27
8 C -2.60 1.38 1.15
9 C -3.64 -0.86 0.60
10 C -2.40 0.38 -1.27
11 C 2.26 0.49 0.00
12 C -2.50 0.01 0.25
13 O -0.06 -0.13 0.31
14 H 2.02 -2.29 -1.16
15 H 0.18 -3.62 -1.15
16 H -1.01 -2.42 -0.35
17 H 0.93 2.12 0.95
18 H 2.67 2.53 0.57
19 H 1.52 2.26 -0.69
20 H 3.65 -0.54 -1.18
21 H 3.92 1.15 -1.18
22 H 2.69 0.21 -2.23
23 H 2.53 0.12 2.10
24 H 3.90 0.85 1.39
25 H 3.52 -1.02 1.15
26 H -2.43 1.20 2.18
27 H -3.57 1.67 0.86
28 H -1.76 1.99 0.74
29 H -3.44 -1.94 0.16
30 H -3.82 -1.10 1.67
31 H -4.62 -0.56 0.27
32 H -1.34 0.20 -1.67
33 H -2.67 1.37 -1.35
34 H -3.10 -0.27 -1.84

Values from the calculation:
* relative energy (zero: lowest compared OMol25 entry of this formula, charge and spin): 3.955 eV
* E_tot: -14819.407 eV
* HOMO energy (spin up / spin down): -0.4607 / -0.4604 Eh
* net charge: +1
* molecular weight: 181.30 g/mol

Löwdin atomic charge list, values in e, 5 entries: C 0.01; C 0.16; C -0.12; C 0.09; C -0.04


Question: Look up the E_tot of the third one.
Answer: -29352.650 eV


Question: What is the E_tot in the first record?
Answer: -26379.452 eV


Repeat the second record exactly.
C12H21N5O3Zn | ωB97M-V with the def2-TZVPD basis set

Cartesian coordinates (Å):
1 Zn 0.23 -0.19 -1.08
2 N 0.36 -2.10 -0.22
3 C -1.00 -2.35 0.31
4 C -0.99 -3.29 1.53
5 C -2.07 -4.40 1.49
6 C -3.21 -4.19 2.48
7 N -4.03 -3.05 2.14
8 C -5.30 -3.00 1.78
9 N -5.87 -1.80 1.64
10 N -6.03 -4.10 1.54
11 C -1.69 -0.98 0.60
12 O -2.57 -0.91 1.44
13 O -1.29 0.00 -0.11
14 H 0.67 -2.90 -0.78
15 H 1.01 -2.06 0.57
16 H -1.60 -2.79 -0.50
17 H -1.12 -2.69 2.44
18 H -0.01 -3.77 1.60
19 H -1.60 -5.35 1.74
20 H -2.48 -4.49 0.49
21 H -2.80 -4.00 3.48
22 H -3.82 -5.10 2.55
23 H -3.51 -2.16 2.11
24 H -5.36 -0.97 1.89
25 H -6.85 -1.71 1.43
26 H -5.62 -5.01 1.59
27 H -7.01 -4.03 1.32
28 O 1.24 1.45 -0.37
29 C 1.22 2.50 -1.33
30 C 0.76 2.00 -2.68
31 C 0.77 2.87 -3.77
32 C 0.36 2.40 -5.00
33 C -0.05 1.07 -5.11
34 C -0.05 0.28 -3.98
35 N 0.36 0.74 -2.79
36 H 1.26 1.84 0.51
37 H 2.22 2.92 -1.43
38 H 0.53 3.30 -1.01
39 H 1.08 3.89 -3.63
40 H 0.37 3.04 -5.87
41 H -0.37 0.67 -6.06
42 H -0.37 -0.75 -4.03

Values from the calculation:
* E_tot: -74785.212 eV
* HOMO energy: -0.5714 Eh
* net charge: +2
* molecular weight: 348.72 g/mol

Löwdin atomic charge list, values in e, 5 entries: Zn 0.84; N 0.04; C -0.25; C -0.13; C -0.15